The following is a quantum chemistry calculation of the ion CH2NO2S2 with charge -1, from OMol25.

Geometry as ORCA input:
```
! wB97M-V def2-TZVPD RIJCOSX def2/J DEFGRID3
* xyz -1 3
C 0.55 -1.72 1.16
N -0.16 1.07 -1.07
O -1.11 0.64 1.18
O 1.31 0.87 1.12
S 0.01 -2.73 0.08
S 0.14 0.21 0.56
H 0.41 0.78 -1.85
H -1.14 0.88 -1.19
*
```

The calculation puts the HOMO energy (spin up / spin down) at -1.956 / -5.247 eV. Its expectation value of S² is 2.015. The molecular weight comes out at 124.17 g/mol. The total energy is -1040.8058 Eh.

---

The following is a quantum chemistry calculation of a cluster of 4 separate species, CH2NO3P in total, from OMol25.

Geometry as ORCA input:
```
! wB97M-V def2-TZVPD RIJCOSX def2/J DEFGRID3
* xyz -2 1
C 0.45 3.05 1.86
N 1.00 4.09 1.89
O -1.96 -1.85 0.50
O -0.09 2.01 1.82
O -1.02 -2.59 2.67
P -1.39 -1.40 1.82
H 1.35 -1.61 -5.69
H 1.67 -1.69 -4.87
*
```

The calculation puts the HOMO energy at -0.778 eV. The molecular weight comes out at 107.00 g/mol. The total energy is -661.1594 Eh.

---

The following is a quantum chemistry calculation of a cluster of 2 separate species, CH2NO3S in total, from OMol25.

Geometry as ORCA input:
```
! wB97M-V def2-TZVPD RIJCOSX def2/J DEFGRID3
* xyz -1 1
C -0.42 -0.55 -0.42
N 1.30 0.35 0.11
O 1.27 0.93 1.21
O 2.32 -0.02 -0.43
O -2.19 1.09 0.47
S -1.37 -0.12 0.83
H -0.85 -0.08 -1.27
H -0.05 -1.59 -0.51
*
```

The calculation puts the HOMO energy at -2.818 eV. The molecular weight comes out at 108.10 g/mol. The total energy is -717.8669 Eh.

---

Computed energy above the lowest of the compared OMol25 structures with the same formula, charge and spin, in the same sequence as the records: 35.5 15.1 109.5 kcal per mole.